No. 1
# C29H73Cl4O26P5

A cluster of 10 separate species, C29H73Cl4O26P5 in total (ωB97M-V/def2-TZVPD, the OMol25 dataset).

Structure (XYZ):
```
137
Properties=species:S:1:pos:R:3:mulliken_charge:R:1
H 0.590 2.578 1.693 0.08
O -1.121 -1.700 6.013 -0.30
H -2.047 -2.100 -2.739 -0.02
H -3.381 5.634 -1.995 0.27
O 1.434 -1.406 5.853 -0.31
H -1.940 -3.113 0.507 0.21
O 0.113 -4.939 -5.395 -0.60
H 5.043 2.992 -5.232 0.28
O -6.587 4.237 0.423 -0.38
H 5.528 0.437 -0.029 -0.07
H -2.987 -2.318 5.980 0.32
H 1.395 -3.412 5.539 0.28
C -3.366 5.800 -0.918 -0.63
H 3.680 3.110 -4.189 0.32
O 2.835 2.871 4.874 -0.02
O -3.518 -3.350 -3.328 -0.38
H -3.067 6.848 -0.912 0.31
H 2.400 2.370 -0.243 -0.12
C 4.339 -2.422 -2.085 0.60
H 2.233 -4.658 -7.219 0.38
H -3.977 0.884 -2.657 0.04
H -1.509 -5.195 -3.358 -0.07
C 0.605 -3.550 -3.568 0.61
O -1.569 -0.013 0.059 0.42
C -3.303 -0.002 1.705 -0.89
C 3.005 2.606 -1.119 -0.64
C -0.413 0.427 -0.593 -0.30
C 3.699 2.820 6.080 -0.88
H 1.394 -2.507 4.149 0.19
C -3.090 -2.043 -3.051 -0.25
H -2.676 1.980 -2.099 -0.07
H 4.806 -5.200 -5.433 0.28
H -8.114 4.160 -1.017 0.28
H 4.380 3.644 6.294 0.35
H -2.861 -0.744 6.777 0.29
O 6.697 1.663 -1.420 -0.37
P -3.897 -4.441 -2.125 0.88
C 0.987 -4.238 -4.901 0.10
H 2.639 -0.349 -0.621 -0.11
H 0.777 -0.121 -2.267 0.24
H 2.455 2.439 -2.045 0.32
H 4.751 5.285 1.742 0.36
H -0.048 -1.471 -1.392 -0.17
C 4.510 2.453 -4.449 -0.65
H 2.439 -5.963 -6.330 0.34
C 2.798 -4.934 -6.329 -0.31
O 0.009 0.429 6.940 -0.34
Cl -5.967 -2.234 1.999 -0.11
C -1.973 0.589 1.246 0.05
H 5.551 -2.280 -3.655 0.43
H -3.668 -2.672 0.088 0.24
H -0.987 1.890 7.901 0.30
C -0.680 1.693 6.873 -0.53
H -3.270 0.147 2.784 0.14
P 0.004 -0.576 5.663 0.15
H -3.273 -1.083 1.567 0.06
H -3.389 -4.120 0.952 0.31
H 3.187 3.676 -1.021 0.63
H -6.770 3.132 -1.392 0.18
H 7.080 -0.280 -0.662 0.31
O -4.410 2.836 -0.196 -0.04
H 3.106 -3.248 0.355 0.34
H 5.169 3.759 1.048 0.09
C -3.271 1.659 -2.954 0.46
O 5.536 4.113 -1.725 -0.69
O -0.165 0.063 4.318 0.28
H -0.473 -3.473 -3.421 -0.79
H 7.071 0.940 0.478 0.30
O 0.294 1.365 -0.334 -0.54
O 1.634 3.893 2.954 -0.33
H 1.039 -4.123 -2.749 0.27
C -7.147 -0.947 1.674 -0.04
H 1.555 -2.699 -0.381 0.10
H 2.913 -2.679 5.122 0.29
C -2.508 -1.340 5.935 -0.39
O 5.553 2.200 -3.493 -0.31
H 0.489 2.204 3.392 0.06
H 4.701 -3.951 -6.660 0.29
H -1.208 0.230 1.935 0.26
H 4.265 1.443 -4.778 0.21
H -2.571 -6.141 -4.531 0.27
H -2.839 -1.033 4.943 0.00
C 6.529 0.628 -0.415 -0.22
O 4.228 1.817 -1.285 0.09
C 1.138 2.641 2.633 -0.06
O 5.276 -2.087 -1.339 -0.60
H 1.035 -2.551 -3.513 0.22
C -2.929 -3.464 0.213 -0.51
H -0.927 -0.186 -2.438 -0.24
H 0.042 2.466 6.610 0.15
H -2.090 1.671 1.196 0.13
H -5.266 2.833 2.958 0.27
H -3.514 2.975 2.746 -0.08
H 1.923 -0.769 1.020 0.23
O -3.541 -5.836 -2.881 -0.37
O 4.174 3.617 2.794 -0.31
O -4.487 4.591 1.869 -0.35
O -5.324 -4.286 -1.551 -0.70
O 2.324 -4.118 -5.286 -0.10
C 4.383 4.268 1.607 -0.47
Cl -7.465 -0.526 -0.020 -0.15
H -1.486 1.704 6.139 0.25
O 3.050 -2.616 -1.599 -0.06
P -4.980 4.125 0.393 0.48
P 2.981 4.117 3.815 0.66
H -4.188 0.500 1.314 0.20
H 3.634 -0.823 0.725 0.47
O -2.716 -4.242 -0.926 -0.30
Cl -2.313 1.144 -4.301 -0.20
H -7.811 2.704 0.015 0.19
P 5.486 2.609 -1.927 0.66
C 4.300 -4.919 -6.357 -1.21
C 2.666 -0.996 0.256 -0.50
H 4.744 -5.636 -7.047 0.41
H 4.062 -2.160 -4.284 0.37
C -7.364 3.514 -0.561 -0.43
H 3.445 4.415 1.072 0.20
H 4.715 -3.789 -3.751 0.00
Cl -4.190 3.036 -3.413 -0.18
H -6.764 -0.026 2.114 -0.08
C -4.430 3.533 2.939 -0.27
C -0.125 -0.443 -1.746 0.53
C 4.571 -2.736 -3.511 -0.79
C -2.277 -5.956 -3.498 -0.17
H 1.975 1.974 2.425 0.36
H -3.162 -1.636 -4.059 0.27
O 3.243 5.503 4.326 -0.73
H 3.091 2.848 6.984 0.29
C 2.629 -2.527 -0.309 -0.53
H -3.721 -1.412 -2.424 0.32
C 1.838 -2.498 5.144 -0.62
O -4.691 5.500 -0.426 -0.39
H -2.495 5.265 -0.541 0.23
H -1.776 -6.868 -3.172 0.39
H -4.207 3.886 3.946 0.35
H 4.187 1.864 6.269 0.35
H -8.086 -1.078 2.213 0.38
```

Results
Total energy: -181032.843 eV
Orbital gap: 10.23 eV
M: 1134.6 g/mol
Strongest force on any atom: 4.69 eV/A
Lowest unoccupied orbital energy: 0.04 eV
SMILES: COP(=O)(OC)OC.COP(=O)(OC)OC.COP(=O)(OC)OC.COP(=O)(OC)OC.COP(=O)(OC)OC.CCOC(C)=O.CCOC(C)=O.CCOC(C)=O.ClCCl.ClCCl

=====

No. 2
# C8H11NO3P

A cluster of 2 separate species, C8H11NO3P in total (ωB97M-V/def2-TZVPD, the OMol25 dataset).

Structure (XYZ):
```
24
Properties=species:S:1:pos:R:3:mulliken_charge:R:1
H 1.395 2.682 1.071 0.43
O -2.257 1.191 0.624 -0.30
C -3.247 1.109 1.494 -0.54
H -1.741 -1.169 -3.842 0.36
H -3.080 1.740 2.390 0.27
H -3.473 0.069 1.799 0.27
H -0.410 -0.492 -4.814 0.23
C 1.440 -0.643 0.208 0.93
C 2.432 -1.110 1.055 -0.82
C 1.685 1.643 1.070 -0.76
H 3.184 1.841 2.565 0.41
N 0.074 0.941 -0.684 0.06
C -0.659 -1.066 -3.921 -0.66
O 0.730 -1.370 -0.654 -0.42
P -0.559 -0.525 -1.309 0.18
C 3.048 -0.193 1.888 -0.44
H -4.182 1.510 1.040 0.27
C 2.681 1.166 1.892 -0.56
H -0.197 -2.053 -3.986 0.29
H 2.708 -2.152 1.048 0.47
O -0.112 -0.335 -2.826 -0.24
C 1.054 0.734 0.216 0.81
H 3.829 -0.527 2.553 0.41
H -0.483 1.787 -0.663 0.34
```

Results
Total energy: -25387.264 eV
ΔE to the lowest compared entry with this formula, charge and spin: 55.6 kcal/mol
Orbital gap (alpha / beta): 6.96 / 7.57 eV
M: 200.2 g/mol
Strongest force on any atom: 2.03 eV/A
Lowest unoccupied orbital energy (alpha / beta): -6.57 / -5.10 eV
Net charge: +1

=====

Q: total energy of number 2 (C8H11NO3P)?
A: -25387.264 eV

=====

Q: total energy of number 1 (C29H73Cl4O26P5)?
A: -181032.843 eV

=====

Q: Which of these has the highest M?
A: C29H73Cl4O26P5

=====

Q: Number 2 is which compound?
A: C8H11NO3P